[1]
C5H6BrN3 | ωB97M-V/def2-TZVPD

The geometry in ORCA input format:
```
! RIJCOSX wB97M-V def2-TZVPD def2/J DEFGRID3
* xyz 0 1
C 1.14 1.47 0.85
C 0.67 2.55 0.12
C 0.33 0.46 0.53
C -0.83 -1.40 -0.25
C -1.52 -0.12 -0.73
N -0.42 2.29 -0.57
N -0.60 0.92 -0.36
N 0.08 -0.85 0.81
Br -3.29 0.13 0.17
H 2.05 1.50 1.41
H 1.03 3.51 0.08
H -1.41 -2.05 0.34
H -0.47 -1.78 -1.19
H -1.69 0.00 -1.72
H 0.63 -1.63 1.11
*
```

Computed properties:
frontier orbital gap: 9.12 eV
ΔE to the lowest compared entry with this formula, charge and spin: 0.0 kcal/mol
total energy: -2932.35329 Ha

=====

[2]
C5H6BrNO2 | ωB97M-V/def2-TZVPD

The geometry in ORCA input format:
```
! RIJCOSX wB97M-V def2-TZVPD def2/J DEFGRID3
* xyz 0 1
C 2.60 1.93 -0.07
C 1.61 0.15 -1.17
C 3.77 -0.09 0.07
C -1.29 0.03 -0.47
C -0.07 -0.82 -0.10
N 1.63 1.26 -0.63
O 3.67 1.24 0.40
O 0.86 -0.90 -1.19
Br 5.59 -0.47 0.27
H 2.51 2.96 0.00
H -1.40 -0.43 -1.43
H -2.15 -0.15 0.18
H -1.22 1.09 -0.56
H -0.37 -1.96 0.04
H 0.48 -0.46 0.73
*
```

Computed properties:
frontier orbital gap (spin up / spin down): 7.76 / 7.76 eV
ΔE to the lowest compared entry with this formula, charge and spin: 101.7 kcal/mol
total energy: -2973.14902 Ha

=====

[3]
C5H6BrNOS | ωB97M-V/def2-TZVPD

The geometry in ORCA input format:
```
! RIJCOSX wB97M-V def2-TZVPD def2/J DEFGRID3
* xyz 0 1
C 1.71 -0.15 0.08
C 1.52 1.21 -0.68
C -0.11 -1.62 0.48
C 0.05 0.69 -0.80
C -1.99 0.27 0.97
N 0.40 -0.63 -0.18
O 2.61 -0.56 0.82
S -0.92 1.53 0.48
Br -3.50 -0.21 -0.07
H 1.76 2.04 -0.14
H 2.06 1.18 -1.57
H 0.45 -1.88 1.37
H -0.77 -2.31 0.15
H -0.53 0.60 -1.72
H -2.25 0.39 2.00
*
```

Computed properties:
frontier orbital gap (spin up / spin down): 7.05 / 7.74 eV
ΔE to the lowest compared entry with this formula, charge and spin: 67.5 kcal/mol
total energy: -3296.18298 Ha